# 1
A molecular structure, C22H26AsN5Pt, computed with wB97M-V/def2-TZVPD.

Geometry as XYZ:
```
55
Properties=species:S:1:pos:R:3:forces:R:3:nbo_charge:R:1
Pt -0.8688 -0.0827 -0.4420 -0.5 0.0 0.2 0.9090
C -0.4728 -4.4060 -0.7171 0.0 0.1 -0.1 -0.2154
C -0.6196 -4.7735 0.6064 0.0 0.0 0.1 -0.1130
C -0.8566 -3.7895 1.5604 0.0 -0.1 -0.1 -0.1912
C -0.9450 -2.4738 1.1602 0.0 0.3 0.1 0.1381
N -0.8054 -2.1213 -0.1468 0.1 0.0 -0.1 -0.4460
C -0.5669 -3.0655 -1.0573 0.0 -0.1 0.1 0.0837
C -1.1771 -1.3440 2.0996 0.0 -0.2 -0.1 0.2684
C -1.3777 -1.4172 3.4675 0.0 0.1 0.0 -0.2083
C -1.5800 -0.2355 4.1694 0.0 0.0 0.0 -0.1182
C -1.5864 0.9906 3.5144 0.0 -0.1 0.0 -0.1891
C -1.3815 1.0054 2.1458 0.0 0.2 -0.1 0.1865
N -1.1826 -0.1492 1.4985 0.1 0.0 -0.1 -0.4277
C -1.3798 2.1898 1.2446 0.0 -0.3 0.2 0.1572
C -1.5470 3.4837 1.6893 0.0 0.1 -0.1 -0.1890
C -1.5604 4.5215 0.7636 0.0 0.0 0.1 -0.1121
C -1.4102 4.2283 -0.5780 0.0 -0.1 -0.1 -0.2152
C -1.2382 2.9077 -0.9613 0.0 0.1 0.1 0.0854
N -1.2152 1.9113 -0.0768 0.1 0.0 -0.1 -0.4417
H -0.2843 -5.1373 -1.4897 0.0 0.0 0.0 0.2575
H -0.5473 -5.8109 0.9027 0.0 0.0 0.0 0.2552
H -0.9658 -4.0538 2.6020 0.0 0.0 0.0 0.2454
H -0.4508 -2.7268 -2.0766 0.0 0.0 0.0 0.2283
H -1.3814 -2.3669 3.9812 0.0 0.0 0.0 0.2500
H -1.7416 -0.2709 5.2381 0.0 0.0 0.0 0.2570
H -1.7575 1.9045 4.0633 0.0 0.0 0.0 0.2501
H -1.6709 3.6884 2.7424 0.0 0.0 0.0 0.2456
H -1.6937 5.5424 1.0941 0.0 0.0 0.0 0.2555
H -1.4273 5.0025 -1.3314 0.0 0.0 0.0 0.2570
H -1.1290 2.6256 -1.9980 0.0 0.0 0.0 0.2215
C 1.2514 1.1810 -3.1042 0.0 0.0 0.0 -0.6774
C -0.0020 0.4343 -3.3816 0.0 -0.1 0.0 0.4052
N -0.8579 -0.0751 -2.5031 0.0 0.1 0.0 -0.5335
C -1.8861 -0.6676 -3.2233 0.0 0.0 0.1 -0.0998
C -1.6322 -0.5266 -4.5438 0.0 0.0 0.0 -0.0502
N -0.4492 0.1689 -4.6219 0.0 0.0 0.0 -0.4870
H 1.3841 1.2859 -2.0302 0.0 0.0 0.0 0.2439
H 1.2228 2.1723 -3.5588 0.0 0.0 0.0 0.2508
H 2.1157 0.6517 -3.5069 0.0 0.0 0.0 0.2568
H -2.7264 -1.1243 -2.7313 0.0 0.0 0.0 0.2453
H -2.1803 -0.8354 -5.4157 0.0 0.0 0.0 0.2562
H 0.0177 0.4434 -5.4716 0.0 0.0 0.0 0.4457
C 3.7071 -0.5382 -0.6074 0.0 0.0 0.0 -0.9369
As 2.0989 0.0359 0.3354 0.3 0.0 0.1 0.7934
C 2.3427 -0.9893 1.9812 -0.1 0.0 0.0 -0.9456
C 2.7188 1.7767 0.9676 0.0 0.1 0.0 -0.9439
H 4.5963 -0.4010 0.0066 0.0 0.0 0.0 0.2386
H 3.8199 0.0388 -1.5246 0.0 0.0 0.0 0.2296
H 3.6134 -1.5924 -0.8659 0.0 0.0 0.0 0.2356
H 3.3533 -0.8608 2.3661 0.0 0.0 0.0 0.2440
H 2.1728 -2.0479 1.7811 0.0 0.0 0.0 0.2286
H 1.6346 -0.6550 2.7413 0.0 0.0 0.0 0.2188
H 3.5946 1.6722 1.6063 0.0 0.0 0.0 0.2401
H 1.9286 2.2798 1.5264 0.0 0.0 0.0 0.2214
H 2.9828 2.3958 0.1100 0.0 0.0 0.0 0.2360
```
Forces are in eV/Å.

Computed properties:
2S+1: 1
Net charge: +2
Energy in hartree: -3482.3914
HOMO-LUMO gap in eV: 6.6
Relative energy (zero: lowest compared OMol25 entry of this formula, charge and spin) in eV: 0.000


# 2
A molecular structure, C22H26BN4O5S3SeTm in a non-equilibrium geometry, computed with wB97M-V/def2-TZVPD.

Geometry as XYZ:
```
63
Properties=species:S:1:pos:R:3:forces:R:3:mulliken_spin:R:1
Tm -0.5574 -0.1328 0.6140 0.1 -0.9 1.1 2.0302
N -1.1973 1.8842 2.0990 -0.3 -0.4 -0.3 -0.0038
C -2.6781 1.8372 1.9301 0.1 0.2 0.0 -0.0006
C -3.1164 0.4075 2.1970 -0.2 -0.2 -0.3 -0.0010
O -3.7016 0.1528 3.2476 -0.1 0.0 0.0 -0.0005
N -2.7470 -0.4478 1.2136 0.0 0.1 0.4 -0.0032
C -3.1003 -1.8366 1.4852 0.0 0.1 0.0 -0.0008
C -1.8757 -2.7000 1.7477 0.2 0.2 0.0 -0.0006
O -1.9534 -3.9021 1.9079 0.0 -0.1 0.1 -0.0001
O -0.7438 -2.0311 1.7183 0.0 -0.4 0.0 -0.0016
H -0.9949 1.6938 3.0767 0.1 0.0 0.0 0.0005
H -0.8689 2.8224 1.9030 0.2 0.0 0.0 0.0003
H -2.8992 2.1156 0.9016 0.0 0.0 0.0 0.0002
H -3.2016 2.4976 2.6191 0.1 0.0 0.0 0.0000
H -3.6325 -2.2761 0.6378 0.0 0.0 0.0 -0.0002
H -3.7480 -1.9083 2.3602 -0.1 0.0 0.0 -0.0001
C -0.5572 -3.8883 -1.0702 0.1 -0.1 0.0 -0.0001
C 0.8720 -4.2248 -0.6267 -0.1 0.1 -0.1 0.0000
S 1.6501 -2.9624 0.4028 0.1 0.1 0.4 -0.0004
C 3.2663 -2.7640 -0.3537 0.0 0.0 -0.2 0.0000
C 3.2755 -2.0662 -1.7162 0.1 0.0 0.0 0.0001
S 2.2860 -0.5488 -1.7488 0.0 0.0 0.1 0.0002
C 1.1830 -0.8892 -3.1369 0.0 0.0 0.0 0.0008
C 0.2959 -2.1250 -3.0568 0.0 0.1 -0.1 -0.0007
S -0.8662 -2.2113 -1.6684 -0.1 0.3 0.2 -0.0010
H -1.2512 -4.0344 -0.2438 0.0 0.0 0.0 0.0000
H -0.8501 -4.5714 -1.8695 0.0 0.0 0.0 -0.0001
H 1.5193 -4.3946 -1.4882 0.0 0.0 0.0 0.0000
H 0.8309 -5.1520 -0.0556 0.0 0.0 -0.1 0.0000
H 3.7636 -3.7336 -0.4213 0.1 0.0 0.0 0.0000
H 3.8261 -2.1648 0.3673 0.0 0.0 0.0 0.0000
H 2.9161 -2.7378 -2.4957 0.0 0.0 0.0 0.0000
H 4.3021 -1.8007 -1.9727 0.0 -0.1 0.0 0.0000
H 1.7837 -0.9615 -4.0461 0.0 0.0 0.0 -0.0001
H 0.5816 0.0141 -3.2251 0.0 0.0 0.0 0.0000
H 0.8957 -3.0330 -3.0244 0.0 0.0 0.0 -0.0001
H -0.2989 -2.1672 -3.9706 0.0 0.0 0.0 -0.0001
O -1.7942 1.5707 -1.2561 0.0 0.2 -0.3 -0.0021
B -0.3690 1.4314 -1.2284 0.0 0.7 -0.7 -0.0124
O 0.1459 2.1792 -2.3027 -0.2 0.1 0.0 -0.0026
C -0.9246 2.7515 -2.9515 0.3 0.0 0.0 -0.0007
C -0.9135 3.5713 -4.0561 -0.1 0.1 -0.1 0.0002
C -2.1530 4.0196 -4.5153 0.0 0.0 0.0 0.0000
C -3.3360 3.6509 -3.8822 0.0 0.0 0.0 0.0000
C -3.3296 2.8168 -2.7628 0.0 0.1 -0.1 -0.0003
C -2.0990 2.3863 -2.3269 -0.1 -0.2 0.2 0.0010
H 0.0129 3.8516 -4.5390 0.0 0.0 0.0 0.0000
H -2.1939 4.6668 -5.3815 0.0 0.0 0.0 0.0000
H -4.2796 4.0179 -4.2635 0.0 0.0 0.0 0.0000
H -4.2408 2.5188 -2.2621 0.0 0.0 0.0 0.0000
Se 1.1733 -1.5692 3.4999 -0.1 0.1 0.0 0.0003
N 1.1700 -0.1501 2.3882 -0.2 -0.2 0.2 -0.0012
C 1.8936 0.8024 2.9608 0.1 0.2 -0.3 -0.0014
C 2.1401 2.0929 2.3882 0.0 -0.1 0.1 -0.0001
C 2.8855 2.9751 3.0946 0.1 0.0 0.1 0.0006
C 3.4343 2.6483 4.3837 0.0 0.1 -0.1 -0.0001
C 3.2349 1.4366 4.9479 -0.1 -0.1 0.0 0.0002
C 2.4519 0.4674 4.2400 0.1 0.1 0.2 -0.0001
N 2.1827 -0.7519 4.6817 0.0 0.1 -0.2 0.0005
H 1.7449 2.3319 1.4080 0.0 0.0 0.0 0.0007
H 3.0848 3.9551 2.6802 0.0 0.0 0.0 0.0000
H 4.0223 3.3928 4.9038 0.0 0.0 0.0 0.0000
H 3.6477 1.1760 5.9128 0.0 0.0 0.0 0.0000
```
Forces are in eV/Å.

Computed properties:
2S+1: 3
Net charge: 0
Energy in hartree: -6155.3522
HOMO-LUMO gap (spin up / spin down) in eV: 6.7 / 6.7
⟨S²⟩: 2.00
Relative energy (zero: lowest compared OMol25 entry of this formula, charge and spin) in eV: 0.863


# 3
A molecular structure, C22H26BrGeN2OReTe, computed with wB97M-V/def2-TZVPD.

Geometry as XYZ:
```
55
Properties=species:S:1:pos:R:3:forces:R:3:mulliken_spin:R:1
Re 0.4650 -0.6530 0.0516 0.3 -0.9 0.2 1.1539
Br 6.0089 0.5698 4.9241 0.0 0.0 0.0 0.0004
C 4.8465 0.3466 3.4568 0.1 0.0 -0.1 0.0056
C 5.3800 0.2539 2.1561 0.0 0.0 0.0 -0.0015
C 4.5578 0.0846 1.0776 0.0 0.0 0.0 0.0199
C 3.1556 -0.0151 1.2261 0.0 0.1 0.0 -0.0119
O 2.4412 -0.1923 0.1502 0.0 -0.4 0.2 0.0128
C 2.6168 0.1077 2.5403 0.0 0.1 -0.1 0.0153
C 1.2358 0.1106 2.8532 0.1 -0.2 0.0 -0.0147
N 0.2315 -0.0309 2.0235 0.1 0.5 -0.1 0.0083
C -1.1141 0.0386 2.4843 -0.1 0.0 0.0 -0.0176
C -1.5318 0.4727 3.7163 0.1 0.0 -0.1 0.0020
C -2.9002 0.4693 4.0492 -0.1 0.0 0.0 -0.0046
C -3.8417 0.0569 3.1510 0.0 0.0 0.1 0.0048
C -3.4496 -0.3624 1.8611 0.1 0.0 -0.1 0.0010
C -4.3712 -0.7532 0.8617 0.0 0.0 0.0 0.0232
C -3.9149 -1.0930 -0.3793 -0.1 0.0 0.1 -0.0057
C -2.5384 -1.0499 -0.6360 0.1 -0.2 0.1 0.0464
N -1.6382 -0.7324 0.2778 -0.1 0.1 0.0 -0.0532
C -2.0829 -0.3757 1.5343 0.0 0.1 0.0 0.0124
C 3.5019 0.2819 3.6398 -0.1 0.0 0.0 -0.0036
H 6.4508 0.3190 2.0159 0.0 0.0 0.0 0.0005
H 4.9590 0.0185 0.0753 0.0 0.0 0.0 0.0008
H 1.0074 0.2256 3.9108 0.0 -0.1 0.0 0.0017
H -0.8245 0.8362 4.4482 0.0 0.0 0.0 0.0002
H -3.1991 0.8116 5.0303 0.0 0.0 0.0 -0.0001
H -4.8938 0.0647 3.4040 0.0 0.0 0.0 0.0002
H -5.4299 -0.7578 1.0887 0.0 0.0 0.0 0.0006
H -4.5900 -1.3730 -1.1752 0.0 0.0 0.0 0.0004
H -2.1476 -1.2835 -1.6171 0.0 0.0 0.0 -0.0098
H 3.0866 0.3672 4.6364 0.0 0.0 0.0 -0.0001
C -0.4918 1.3844 -4.3922 0.0 0.0 0.1 -0.0030
Ge -0.6059 1.6566 -2.4493 0.0 -0.1 -0.1 0.0029
C 0.2673 3.3356 -1.9446 0.0 0.0 0.0 -0.0053
C -2.4946 1.7823 -1.9289 0.0 0.0 0.0 0.0008
C 0.5051 0.2677 -1.5831 -0.3 0.7 -0.2 -0.1714
H -1.2533 1.9721 -4.9056 0.0 0.0 0.0 -0.0005
H -0.6393 0.3362 -4.6570 0.0 0.0 0.0 0.0003
H 0.4842 1.6945 -4.7661 0.0 0.0 0.0 0.0003
H -0.1135 4.1632 -2.5441 0.0 0.0 0.0 -0.0007
H 1.3447 3.2685 -2.0969 0.0 0.0 0.0 0.0000
H 0.0826 3.5587 -0.8931 0.0 0.0 0.0 0.0003
H -2.8875 2.7236 -2.3167 0.0 0.0 0.0 0.0000
H -2.6227 1.7922 -0.8450 0.0 0.0 0.0 0.0000
H -3.0983 0.9790 -2.3515 0.0 0.0 0.0 0.0002
H 1.5123 0.3896 -2.0361 0.0 0.0 0.1 0.0014
C 2.4322 -2.4075 -2.6599 0.0 0.0 0.0 0.0134
Te 1.0641 -3.0005 -1.1529 0.0 0.2 -0.1 -0.0367
C -0.5367 -3.3851 -2.4963 0.1 0.0 0.0 0.0129
H 1.9520 -1.6434 -3.2649 0.0 0.0 0.0 -0.0010
H 2.7018 -3.2804 -3.2480 0.0 0.0 0.0 0.0000
H 3.3072 -1.9941 -2.1651 0.0 0.0 0.0 0.0001
H -0.2931 -4.2719 -3.0757 0.0 0.0 0.0 -0.0007
H -0.6526 -2.5183 -3.1426 0.0 0.0 0.0 -0.0019
H -1.4410 -3.5668 -1.9211 0.0 0.0 0.0 0.0009
```
Forces are in eV/Å.

Computed properties:
2S+1: 2
Net charge: +1
Energy in hartree: -6035.6501
HOMO-LUMO gap (spin up / spin down) in eV: 6.1 / 5.8
⟨S²⟩: 0.77
Relative energy (zero: lowest compared OMol25 entry of this formula, charge and spin) in eV: 0.810


Q: The highest net charge belongs to which entry?
A: C22H26AsN5Pt


Q: Which of these has the lowest net charge?
A: C22H26BN4O5S3SeTm